1.
39
Properties=species:S:1:pos:R:3:mulliken_charge:R:1 method="wB97M-V/def2-TZVPD" orbital_gap_ev=6.13
C -1.1101 -1.0068 -2.4499 -0.68
C 1.6672 -0.1206 -3.0960 -0.17
C -1.4544 0.2803 -2.6360 -0.42
H -1.6047 -1.6073 -1.6574 0.63
C 1.3504 1.1605 -2.8243 -0.87
H 2.6091 -0.5440 -2.7234 0.40
H -2.2085 0.7484 -1.9781 0.49
H 2.0518 1.7763 -2.2459 0.55
C -1.0356 1.1376 -3.7872 -0.68
H -1.8301 1.8820 -3.9750 0.40
H -0.9372 0.5791 -4.7306 0.30
C -0.2399 -1.8034 -3.3783 -0.59
H -0.8251 -2.2707 -4.1912 0.28
H 0.1917 -2.6452 -2.8142 0.36
C 0.9371 -1.0306 -4.0348 -0.74
H 0.6016 -0.5403 -4.9598 0.34
H 1.6582 -1.7982 -4.3773 0.40
C 0.2599 1.9382 -3.5129 -0.56
H 0.5971 2.3814 -4.4687 0.28
H 0.0111 2.7968 -2.8734 0.35
Pb 0.2400 0.1552 -0.2730 0.78
H -1.7478 0.0572 0.2262 -0.15
Cl -0.0863 -4.1215 2.9568 -0.22
C -0.0070 -2.5348 3.5582 0.26
C -0.0948 -2.2636 4.9174 -0.56
C -0.0462 -0.9608 5.4062 0.58
Cl -0.1220 -0.6970 7.0979 -0.28
C 0.0633 0.1506 4.5145 0.22
C 0.0219 1.5061 4.9191 -0.57
C 0.0704 2.5047 3.9554 -0.75
C 0.1797 2.1638 2.6013 -0.17
N 0.2808 0.8872 2.1933 -0.34
C 0.1880 -0.1127 3.1074 0.10
C 0.1647 -1.4805 2.5926 0.36
O 0.2480 -1.7201 1.3368 -0.82
H -0.2062 -3.0999 5.6018 0.42
H -0.0649 1.7657 5.9739 0.39
H 0.0302 3.5613 4.2135 0.36
H 0.1986 2.9255 1.8151 0.32

2.
57
Properties=species:S:1:pos:R:3:mulliken_charge:R:1 method="wB97M-V/def2-TZVPD" charge=+1 smiles="CCCN[C@H]1O[C@](OC#N)(C(=O)C(F)(F)C(F)(F)C(F)(F)C(=O)O)[C@@](CC(=O)Cl)([PH2]=S)[NH2+][C@@H]1N(C(=O)F)C(=O)F" orbital_gap_ev=7.01
C -0.5828 -0.9316 3.6137 -0.58
C -0.4892 0.6721 3.9372 -0.50
C 0.8694 1.4047 3.2994 -0.41
N 1.4164 0.7506 2.0779 -0.11
C 0.6572 0.9408 0.8072 -0.50
O -0.0149 -0.3309 0.5025 -0.38
C -0.4476 -0.3981 -0.9324 0.55
O -1.7189 -1.1913 -0.8147 -0.25
C -1.7023 -2.3717 -1.6815 0.41
N -2.0079 -3.1774 -2.6795 -0.36
C 0.7447 -1.1914 -1.7357 -0.08
O 0.8931 -1.1756 -3.0922 -0.44
C 1.9610 -2.0752 -0.9977 0.61
F 2.9779 -2.5202 -2.0258 -0.28
F 2.7729 -1.2334 -0.0462 -0.28
C 1.4359 -3.4506 -0.2824 0.60
F 2.5679 -3.8938 0.6175 -0.31
F 0.2662 -3.2981 0.6121 -0.28
C 1.1658 -4.7106 -1.2960 0.89
F 2.4489 -5.5087 -1.3110 -0.27
F 0.7735 -4.3437 -2.6743 -0.21
C 0.0443 -5.6782 -0.5863 0.13
O -1.1420 -5.8869 -1.2097 -0.44
O 0.2025 -6.3231 0.7409 -0.44
C -0.9017 1.0413 -1.5670 -0.13
C 0.2362 1.8718 -2.3869 -0.45
C 0.0342 2.0334 -3.9925 0.05
O 0.1139 1.0933 -4.9354 -0.41
Cl -0.2925 3.7762 -4.6542 -0.12
P -2.4293 0.8618 -2.7718 0.03
S -3.2821 2.6167 -3.1462 -0.25
N -1.4255 1.9413 -0.4718 -0.03
C -0.4717 2.1026 0.7334 -0.61
N 0.0118 3.5280 0.6681 0.38
C -0.7965 4.4811 1.5114 0.49
O -0.5971 4.8004 2.7913 -0.33
F -2.0084 5.1068 0.8611 -0.24
C 1.4928 3.7054 0.7785 0.46
O 2.2007 4.1130 1.8361 -0.39
F 2.2986 3.4480 -0.4741 -0.24
H -1.3377 -1.0413 2.6959 0.01
H -1.1180 -1.4720 4.5175 0.40
H 0.4344 -1.4198 3.3028 0.15
H -0.3811 0.7939 5.1198 0.41
H -1.4801 1.2779 3.6672 0.21
H 1.6917 1.2834 4.1571 0.49
H 0.6523 2.5524 3.2374 0.16
H 2.4297 0.9513 1.8921 0.41
H 1.4838 1.0580 -0.0485 0.31
H -0.3700 -5.7504 1.3617 0.38
H 0.2496 2.9762 -1.9322 0.54
H 1.3518 1.4808 -2.2198 0.36
H -3.5233 0.1031 -2.1463 0.21
H -2.1052 0.1300 -3.9743 0.27
H -2.3317 1.4961 -0.1350 0.66
H -1.6832 2.9080 -0.7704 0.73
H -1.2383 2.0737 1.6519 0.03

3.
44
Properties=species:S:1:pos:R:3:mulliken_charge:R:1 method="wB97M-V/def2-TZVPD" orbital_gap_ev=8.10 relative_energy_kj_mol=8.02
C -4.0672 -0.8474 -1.2603 -1.15
N -3.3274 -0.4612 -0.0783 0.21
C -2.0480 -0.8458 0.1241 0.72
O -1.3949 -0.5115 1.0926 -0.70
C -1.4301 -1.7472 -0.9521 -1.10
N -0.0096 -1.8095 -0.7015 0.13
C 0.5397 -2.8429 0.0070 0.74
O -0.0031 -3.8630 0.3120 -0.56
S 2.2455 -2.4537 0.3626 -0.26
C 2.1178 -0.8742 -0.3844 -0.15
C 3.0306 0.1100 -0.5032 -0.38
C 4.4018 0.1798 -0.0650 1.53
C 5.0656 -0.8678 0.5813 -0.62
C 6.3813 -0.7241 0.9764 -0.76
C 7.0688 0.4554 0.7412 -0.51
C 6.4152 1.4972 0.0982 0.24
Cl 7.2588 2.9753 -0.2046 -0.22
C 5.1003 1.3705 -0.3039 -0.80
C 0.7591 -0.6817 -0.9190 0.39
O 0.3492 0.2953 -1.4988 -0.65
C -3.8864 0.4626 0.9002 -0.26
C -3.8175 1.9312 0.4252 -0.85
C -4.9600 2.2193 -0.5223 -0.66
S -6.3340 1.2329 0.1732 1.12
O -6.9495 0.4419 -0.8620 -0.66
O -7.1952 2.0592 0.9673 -0.68
C -5.3241 0.1597 1.2671 -0.93
H -3.6521 -0.3778 -2.1564 0.30
H -5.1095 -0.5525 -1.1712 0.60
H -4.0348 -1.9299 -1.3912 0.31
H -1.5828 -1.3274 -1.9484 0.29
H -1.8351 -2.7597 -0.8903 0.53
H 2.6564 0.9931 -1.0111 0.35
H 4.5500 -1.7945 0.7725 0.34
H 6.8823 -1.5394 1.4752 0.40
H 8.0958 0.5692 1.0496 0.41
H 4.6092 2.1925 -0.8015 0.42
H -3.2317 0.3579 1.7742 0.48
H -2.8459 2.1160 -0.0346 0.38
H -3.9056 2.5719 1.3039 0.41
H -4.7847 1.8738 -1.5353 0.29
H -5.2648 3.2596 -0.5242 0.50
H -5.5509 0.4649 2.2833 0.39
H -5.6090 -0.8752 1.1124 0.38

4.
43
Properties=species:S:1:pos:R:3:mulliken_charge:R:1 method="wB97M-V/def2-TZVPD" orbital_gap_ev="5.47 / 5.48" relative_energy_kj_mol=27.37
Ti 1.0668 -0.1494 0.9170 0.01
O -2.9718 -1.3303 1.2285 -0.46
C -1.8134 -0.7355 1.0156 0.16
O -0.7921 -1.0548 1.6235 -0.56
C -1.7691 0.3641 0.0380 0.53
C -2.8174 0.8588 -0.6824 -0.49
C -2.5516 1.9468 -1.5634 -0.92
C -1.2860 2.4453 -1.6645 -0.89
C -0.2361 1.8726 -0.9008 0.83
N -0.5081 0.8284 -0.0501 0.26
C 1.1380 2.1516 -0.8745 0.64
O 1.7366 3.1237 -1.5944 -0.56
O 1.8906 1.4442 -0.1346 -0.39
H -2.8039 -2.1068 1.7870 0.47
H -3.8037 0.4306 -0.5848 0.56
H -3.3532 2.3714 -2.1513 0.42
H -1.0895 3.2725 -2.3374 0.21
H 1.0773 3.5945 -2.1161 0.27
N 1.9657 1.8744 4.5051 -0.41
C 1.9531 1.2139 3.3395 0.64
O 0.8699 0.9103 2.8102 -0.39
C 3.2532 0.8647 2.6747 -0.34
C 3.0415 -0.3536 1.7787 -1.40
H 1.0939 2.1392 4.9312 0.25
H 2.8313 2.1238 4.9464 0.20
H 4.0446 0.7848 3.4304 0.44
H 3.5001 1.7316 2.0500 0.25
H 3.0158 -1.2677 2.3906 0.44
H 3.8654 -0.4552 1.0702 0.38
Cl -1.1061 -3.9560 0.2838 -0.22
C -1.1245 -2.8377 -1.0692 0.70
C -2.2563 -2.8467 -1.8765 -0.65
C -2.3279 -2.0101 -2.9726 -0.61
C -1.2430 -1.1813 -3.2562 -0.70
C -0.1287 -1.1901 -2.4466 -0.37
C -0.0218 -2.0085 -1.3028 0.90
C 1.1327 -1.8891 -0.4113 -1.85
H -3.0703 -3.5165 -1.6327 0.43
H -3.2070 -2.0116 -3.6029 0.40
H -1.2731 -0.5251 -4.1175 0.42
H 0.7055 -0.5344 -2.6729 0.37
H 2.0307 -1.5946 -0.9676 0.43
H 1.3422 -2.7922 0.1626 0.58

Computed electronic energy, in the same sequence as the records: -51732.5315; -94604.6916; -65316.3704; -66762.0043 eV.